Density functional theory data (ωB97M-V/def2-TZVPD) for a structure of composition C55H53Cl2N4O2P2S3Zr in a non-equilibrium geometry.

## Properties
Spin multiplicity   1
HOMO level   -14.54 eV
Charge   +3
Orbital gap   6.59 eV
Strongest force on any atom   0.0415 hartree/bohr

The geometry in XYZ format:
```
122
Properties=species:S:1:pos:R:3:forces:R:3
Zr 0.227593 0.221867 0.278709 0.0618 -0.0572 1.6810
Cl 1.183493 2.583067 0.690009 0.7834 0.8240 0.1993
Cl -3.969507 3.763367 1.644909 -0.2246 0.0887 0.0569
S -1.792307 1.624867 1.015309 -0.3431 -0.2777 -0.4063
S 3.530893 -0.750633 1.413109 0.1145 -0.4809 -0.7649
S 0.165793 -2.464633 -1.321491 0.3854 -1.7772 -0.4884
P 0.376993 0.743067 3.255309 -0.0014 -0.2684 1.5007
P -0.785307 0.873367 -2.132891 -1.1430 1.1144 -1.4155
O 2.080593 -0.230133 1.323909 0.1447 0.0115 -0.1325
O 1.018293 -1.217033 -1.004891 0.3012 -0.0310 0.0597
N -8.226207 -3.461733 3.704109 -0.4769 -0.1401 0.1739
N 0.691793 -0.780133 5.571909 -0.0285 -0.3723 0.2950
N 1.779893 1.378467 5.660609 0.1391 0.0431 0.3404
N -0.627007 1.188767 5.810409 -0.2774 0.0354 0.3262
C -0.947007 1.396867 4.415909 -0.1379 0.0688 -0.7555
C -5.029407 -3.849633 2.365809 -0.0175 0.0471 0.0631
C 4.047093 1.206867 -0.351491 0.0346 0.0048 0.1484
C -1.361507 3.308067 1.162309 0.1077 0.0202 0.0035
C -7.174407 -3.208733 3.332309 -0.2697 -0.0641 0.0345
C -3.756507 -3.510733 1.956209 0.1627 0.0144 -0.0739
C -2.582907 0.712867 -2.334291 0.1234 -0.2336 0.4673
C -2.009007 5.610467 1.586609 -0.0403 -0.0103 0.0106
C -0.055907 3.771767 1.023109 -0.8743 0.4293 0.1772
C -0.733407 -0.978333 -4.192291 -0.0176 0.1087 0.0525
C 5.550793 -0.297933 -2.128991 -0.0040 -0.0026 0.0668
C -2.344407 4.273467 1.453809 0.4728 -0.2112 -0.0945
C 0.169193 -0.647133 -6.390791 0.0028 0.0148 0.0281
C 2.182493 -4.362033 -4.939391 -0.0012 0.0286 0.0148
C 0.539693 -4.433733 -3.191291 -0.0991 0.1295 0.1746
C 1.810193 1.575467 4.196609 -0.1464 0.1014 -1.2452
C 1.455793 4.212967 -2.396691 0.0422 -0.0412 -0.0374
C 0.676593 -3.684333 -0.030691 0.1131 0.1443 -0.0401
C 5.320193 1.043767 -2.379491 -0.0346 -0.0228 -0.0110
C -0.326107 0.305167 -3.824291 0.3575 -0.3144 0.4070
C -0.508907 -0.213233 6.167509 -0.0378 -0.0733 0.1352
C 0.587593 -0.904233 4.136509 -0.0938 0.0861 -0.5743
C 0.994293 -3.200433 -2.744891 -0.1109 0.1949 0.0457
C -0.370607 2.648467 -2.214591 0.3471 -0.2931 0.2047
C 3.416393 -2.585133 1.253809 0.1806 0.3887 -0.1738
C 4.589393 1.802367 -1.477691 -0.0805 -0.0640 0.0590
C -3.284607 -0.143733 -1.488891 0.2005 0.0831 0.0356
C 4.241693 -0.154133 -0.134691 0.1719 -0.0613 0.3804
C -4.184607 -1.202333 2.544909 0.1412 -0.0344 -0.0588
C 5.038293 -0.899433 -0.988991 0.0433 -0.0939 0.0846
C -0.816707 5.002267 -2.304691 -0.0171 0.0444 -0.0199
C 1.145593 -5.015833 -4.291091 -0.0336 0.0383 0.0468
C -3.218307 1.310067 -3.420191 0.1084 -0.0413 0.1447
C -0.698607 6.029467 1.417009 -0.0370 -0.2063 -0.0210
C -3.321207 -2.186633 2.046109 -0.3433 0.1009 0.0259
C 1.851093 -0.104833 6.011009 0.1914 -0.4956 0.2567
C 0.539893 5.256367 -2.428991 0.0046 -0.0130 0.0193
C -5.453207 -1.539733 2.959209 -0.0256 -0.0730 0.0469
C 2.077693 -4.254233 -0.153191 0.1705 0.2580 -0.1570
C 2.606393 -3.117233 -4.502391 -0.0341 -0.0702 0.0315
C -1.280007 3.698967 -2.199891 0.0258 -0.1400 0.0768
C 0.556993 0.633267 -6.036591 0.0274 -0.0043 -0.0448
C 3.179193 -3.192233 -0.127591 -0.1263 -0.0853 -0.2470
C -4.630707 -0.379033 -1.718691 -0.0601 -0.1063 0.0302
C -5.877207 -2.867533 2.877709 0.6985 0.2294 -0.2102
C 0.315193 1.110167 -4.759291 0.0274 0.0510 0.2029
C -0.483607 -1.450233 -5.467491 -0.0537 -0.0330 -0.0126
C -5.263107 0.219967 -2.798191 0.0030 -0.0377 0.1215
C 2.007993 -2.525333 -3.402591 0.0167 0.1918 0.3328
C 0.292993 5.104567 1.132309 0.2359 -0.1244 -0.0224
C -4.558507 1.063567 -3.644591 -0.0019 0.0306 -0.0194
C 0.483393 1.928567 6.263609 -0.3352 0.3577 0.3401
C 1.002893 2.913067 -2.276991 -0.1847 -0.0810 -0.1745
C -0.959207 -1.315033 1.246709 -0.0882 0.3635 -0.2099
C -2.041107 -1.757133 1.604709 0.1810 -0.2203 0.0600
H -1.518207 5.822467 -2.295491 -0.0777 0.0645 -0.0434
H 2.233693 -4.974133 0.654309 -0.1279 -0.0427 0.0009
H -6.308707 0.026867 -2.983391 -0.0880 -0.0131 -0.0084
H -3.839507 -0.178433 2.583509 -0.0515 0.1057 0.0084
H -2.758807 -0.622133 -0.659191 -0.3098 0.0881 -0.1938
H -1.888507 0.892567 4.181309 0.0509 0.0774 -0.0231
H 2.574693 1.861767 6.088509 -0.0506 -0.0352 -0.0241
H 0.524093 -3.133133 0.902009 -0.1389 -0.1087 -0.1545
H 3.400293 -2.604633 -5.020191 0.1004 0.0875 -0.0686
H 2.744993 -0.526633 5.541009 -0.0492 0.2061 0.0586
H -0.056507 -4.486733 -0.085691 -0.2465 0.0513 0.0124
H -3.094907 -4.269733 1.565709 0.0339 -0.0547 -0.0307
H 0.388393 2.979867 5.977709 0.1936 -0.1144 0.0079
H 2.512993 4.418367 -2.480991 0.0869 0.0306 -0.0188
H -5.186607 -1.035533 -1.063391 -0.0145 -0.0377 0.0170
H 2.657593 -4.825533 -5.787891 0.0541 -0.0497 -0.1427
H -0.269507 -1.539933 3.889709 0.1729 0.0827 -0.0160
H 5.737793 1.503167 -3.260991 0.0489 0.0721 -0.0923
H -1.278307 -1.597433 -3.486391 -0.0790 0.0342 -0.0904
H -2.655907 1.947367 -4.086591 -0.0016 0.0634 -0.1444
H 1.938393 -0.181233 7.098509 0.0461 0.1614 -0.1049
H -0.267307 -4.938733 -2.682491 -0.1586 -0.1301 0.0267
H -2.337707 3.497967 -2.103091 -0.0765 0.0173 -0.0233
H 1.316593 5.410867 0.999109 0.1742 0.0839 -0.0425
H 0.570793 1.849567 7.351709 0.1566 -0.0047 -0.1529
H 1.041893 1.277567 -6.752891 0.0471 0.0367 -0.1185
H -0.457307 7.076367 1.505309 0.0785 0.0832 0.0225
H 0.891293 6.268167 -2.554591 0.0166 0.1428 0.0293
H -0.455807 -0.313333 7.254609 0.0067 0.0396 -0.0696
H -2.779307 6.324467 1.831909 -0.1097 0.0598 -0.0312
H 2.601393 -2.827333 1.940409 0.0518 0.1619 0.1409
H -1.384207 -0.757133 5.812009 0.0450 0.0250 0.0260
H 4.092793 -3.673533 -0.475291 0.0263 0.1217 0.0057
H 3.534493 1.802667 0.393109 0.0413 0.0137 -0.1238
H 1.772593 2.648367 3.987209 0.0530 -0.0486 0.0829
H 4.465093 2.860467 -1.637791 -0.0429 0.1642 -0.0124
H -5.372707 -4.870233 2.298409 -0.0278 -0.0733 0.0121
H 1.492093 -1.385433 3.750609 -0.0934 -0.0424 -0.0229
H 2.168093 -4.805133 -1.090491 0.0066 -0.0579 0.0959
H 5.293893 -1.922633 -0.775391 -0.0452 -0.1399 -0.0142
H -5.051507 1.520367 -4.486391 -0.0897 0.0718 -0.1174
H -1.097607 2.465867 4.230009 -0.0364 -0.0979 -0.0593
H 2.754993 1.187767 3.801009 -0.0448 0.0516 0.1490
H 0.805993 -5.977333 -4.637991 -0.0398 -0.1407 -0.0509
H -6.118607 -0.787433 3.351509 -0.0956 0.0539 0.0319
H 1.707293 2.075867 -2.250891 -0.0378 0.2392 -0.0962
H 4.344193 -2.945933 1.700609 -0.0044 0.0474 0.1041
H 6.146793 -0.880133 -2.812591 0.1117 -0.0793 -0.0559
H -0.808607 -2.440033 -5.749091 -0.0431 -0.1176 -0.0173
H 0.361993 -1.011233 -7.386991 -0.0044 -0.0588 -0.1286
H 0.607093 2.118967 -4.508391 0.0203 0.0038 -0.0526
H 2.319893 -1.548533 -3.056591 0.0347 0.0491 -0.0377
H 2.920793 -2.409533 -0.839591 0.2061 -0.1351 -0.0009
```
Forces are in eV/Å.